(1)
# C15H49NO20P5

A 6-piece molecular cluster, C15H49NO20P5 overall in a non-equilibrium geometry (wB97M-V/def2-TZVPD, OMol25).

Structure (ORCA input):
```
! wB97M-V def2-TZVPD RIJCOSX def2/J DEFGRID3
* xyz 1 1
N -0.4650 0.0852 0.3923
H -0.6914 -0.4672 -0.4606
H -0.5202 1.1102 0.2622
H 0.4352 -0.2611 0.7353
H -1.2490 -0.2222 0.9809
C -1.5721 -4.4807 -2.1113
O -2.2647 -3.4181 -2.7670
P -1.5214 -2.0646 -3.0532
O -1.0088 -1.3394 -1.8907
O -0.3780 -2.5177 -4.0341
C 0.7308 -1.6607 -4.3873
O -2.5886 -1.2753 -3.8790
C -3.3796 -1.8562 -4.9144
H -1.4135 -5.2737 -2.8395
H -2.2417 -4.9126 -1.3601
H -0.6769 -4.1825 -1.5710
H 0.5702 -1.3309 -5.4151
H 1.6455 -2.2304 -4.2911
H 0.7450 -0.7470 -3.7943
H -3.5865 -2.9057 -4.7216
H -2.8758 -1.7850 -5.8817
H -4.2898 -1.2674 -4.9901
C -5.8061 -0.6870 -2.2013
O -4.6357 -1.0432 -1.4272
P -4.3895 -0.5607 0.0377
O -3.0204 -0.7782 0.4976
O -5.4856 -1.2498 0.9301
C -5.1582 -2.1783 1.9710
O -4.8914 0.9363 0.0605
C -3.9308 1.9923 -0.1217
H -6.0891 -1.5855 -2.7464
H -5.4603 0.0108 -2.9629
H -6.6080 -0.3072 -1.5814
H -6.0674 -2.3934 2.5298
H -4.4171 -1.7548 2.6418
H -4.8506 -3.1329 1.5431
H -4.4844 2.8250 -0.5552
H -3.1608 1.7291 -0.8451
H -3.5297 2.2692 0.8473
C 4.1591 1.5891 -0.0935
O 4.3823 0.1936 -0.2662
P 3.5938 -0.6370 -1.3606
O 2.1851 -0.2589 -1.4453
O 4.4180 -0.5122 -2.6940
C 5.8200 -0.6848 -2.6893
O 3.8788 -2.1294 -0.9324
C 3.4085 -2.5141 0.3722
H 3.6600 1.7354 0.8703
H 3.4889 2.0437 -0.8227
H 5.1330 2.0713 -0.0698
H 6.1412 -1.3946 -3.4502
H 6.2214 -1.0820 -1.7505
H 6.3416 0.2615 -2.8418
H 3.5882 -3.5780 0.4785
H 2.4314 -2.1414 0.6679
H 4.0707 -2.0313 1.1035
C 1.6195 1.4044 4.9960
O 0.7788 0.4110 4.4102
P 1.3140 -0.7765 3.5368
O 1.6847 -0.4315 2.1685
O 2.4814 -1.4628 4.3496
C 2.2464 -2.0301 5.6363
O 0.0579 -1.7238 3.6300
C 0.0076 -2.9721 2.9354
H 1.2310 2.3730 4.6916
H 2.6705 1.3332 4.7134
H 1.5569 1.3025 6.0787
H 1.3535 -2.6577 5.6655
H 2.1730 -1.2698 6.4118
H 3.0789 -2.6960 5.8549
H 0.8851 -3.1597 2.3112
H -0.8522 -2.9760 2.2658
H -0.0858 -3.7787 3.6592
C 2.1966 4.3527 1.8969
O 1.1131 3.5086 1.5024
P 0.3906 3.6849 0.1211
O -0.7901 2.8120 0.0502
O 1.5280 3.5107 -0.9320
C 1.4257 4.0553 -2.2791
O 0.0419 5.2214 -0.0180
C -0.8485 5.8198 0.9201
H 3.1483 3.9151 1.6014
H 2.1880 4.4291 2.9832
H 2.0685 5.3559 1.4916
H 0.6228 4.7699 -2.4103
H 1.2915 3.1981 -2.9382
H 2.4055 4.4677 -2.4979
H -1.7619 6.1164 0.4019
H -0.4237 6.7226 1.3571
H -1.1379 5.1506 1.7321
*
```

The value obtained for the largest force on an atom is 0.0347 Eh/bohr. Its HOMO energy is -12.49 eV. The value obtained for the total energy is -105242.207 eV. The relative energy (zero: lowest compared OMol25 entry of this formula, charge and spin) comes out at 0.0 kJ/mol. Its frontier orbital gap is 11.1 eV.


(2)
# C15H50N6O10

C15H50N6O10 as an isolated structure in a non-equilibrium geometry (wB97M-V/def2-TZVPD, OMol25).

Structure (ORCA input):
```
! wB97M-V def2-TZVPD RIJCOSX def2/J DEFGRID3
* xyz 0 1
C -0.0798 0.3192 -0.0066
O 0.6283 -0.9542 -0.1847
H 0.0838 0.9192 -0.9018
H -1.1237 0.1060 0.2235
H 0.2902 0.7390 0.9288
H 0.0780 -1.1861 -0.9363
C 2.0518 -2.6148 -1.4950
O 1.8620 -3.5913 -0.5082
H 1.0695 -2.3535 -1.8884
H 2.5059 -1.7256 -1.0577
H 2.6774 -2.9555 -2.3201
H 1.4436 -3.1931 0.2586
C -0.2902 -2.5513 1.7667
O -1.3385 -2.3662 1.2078
N -0.1756 -3.3901 2.7106
N 0.8707 -2.0655 1.5209
H -1.0030 -3.9414 2.8883
H 0.7731 -3.6554 2.9333
H 1.6418 -2.2522 2.1460
H 0.9268 -1.3849 0.7767
C -1.9712 0.3868 -3.2229
O -2.5027 1.3068 -3.7134
N -2.3055 0.0496 -2.0372
N -1.0105 -0.2842 -3.7732
H -3.0640 0.5522 -1.5986
H -1.8440 -0.7728 -1.6755
H -0.8897 -0.3738 -4.7719
H -0.5358 -0.8572 -3.0901
C -0.9129 -2.5101 -1.7387
O -0.4806 -1.3831 -1.6318
N -1.3634 -3.2055 -0.7037
N -1.0394 -3.1976 -2.7996
H -1.3585 -4.2041 -0.8552
H -1.6967 -2.7368 0.1265
H -1.0993 -4.2010 -2.7008
H -0.6983 -2.8234 -3.6735
C -3.3386 2.6811 -0.2959
C -3.5375 1.1682 0.0620
O -3.9935 0.5243 -1.0926
H -4.3050 2.9151 -0.7425
H -2.5524 2.7272 -1.0494
H -3.0302 3.3436 0.5129
H -4.2826 1.0848 0.8532
H -2.6424 0.7577 0.5293
H -4.8272 0.8320 -1.4556
C 0.3557 1.6751 4.4329
C -0.0429 0.3381 3.7903
O 0.8949 -0.5819 4.2841
H -0.3685 2.4394 4.1510
H 1.2986 2.0496 4.0344
H 0.3525 1.6608 5.5228
H 0.0097 0.5625 2.7249
H -1.0456 0.0328 4.0895
H 0.4533 -1.0017 5.0259
C 2.6417 1.5270 0.6676
C 2.5281 0.1809 1.3689
O 2.5261 -0.9239 0.4816
H 3.6456 1.7260 0.2926
H 2.2589 2.3432 1.2804
H 2.0019 1.5046 -0.2146
H 1.5192 0.0816 1.7694
H 3.2369 0.0577 2.1877
H 1.6572 -0.9355 0.0736
C 2.3024 0.7773 -1.9127
C 1.4465 0.1421 -3.0235
O 1.7362 0.8987 -4.1842
H 1.8732 1.6940 -1.5082
H 3.3337 1.0512 -2.1351
H 2.2870 0.1359 -1.0315
H 0.3818 0.1347 -2.7904
H 1.8791 -0.8448 -3.1879
H 1.8959 1.8155 -3.9487
C -0.2218 2.5625 1.9065
C 0.3028 3.5618 0.9073
O 0.8647 2.8573 -0.1502
H -0.7633 3.0513 2.7164
H 0.5783 1.9755 2.3574
H -1.0114 1.9280 1.5039
H 1.1140 4.1100 1.3864
H -0.4387 4.2295 0.4686
H 0.9059 3.5011 -0.8611
*
```

The value obtained for the largest force on an atom is 0.2844 Eh/bohr. Its HOMO energy is -8.04 eV. The value obtained for the total energy is -45759.094 eV. The relative energy (zero: lowest compared OMol25 entry of this formula, charge and spin) comes out at 2463.8 kJ/mol. Its frontier orbital gap is 8.5 eV.


(3)
# C15H50N6O9

A 9-piece molecular cluster, C15H50N6O9 overall in a non-equilibrium geometry (wB97M-V/def2-TZVPD, OMol25).

Structure (ORCA input):
```
! wB97M-V def2-TZVPD RIJCOSX def2/J DEFGRID3
* xyz 0 1
C 9.0789 11.3833 5.0318
O 8.3792 10.1973 4.6747
H 8.4918 12.3069 5.1369
H 9.5289 11.1953 5.9974
H 9.7938 11.6356 4.2449
H 7.8543 10.3332 3.8827
C 9.6109 16.2418 5.4373
O 9.9929 14.8706 5.3069
H 9.3284 16.6261 4.4514
H 8.7254 16.3142 6.0632
H 10.4362 16.8603 5.7935
H 10.2614 14.7131 4.3958
C 12.7153 12.4786 6.8716
O 11.2879 12.5410 6.8399
H 13.1058 12.1065 5.9238
H 13.1399 13.4335 7.1837
H 12.9726 11.7420 7.6309
H 11.0346 13.2196 6.1984
C 12.7215 14.2526 3.5166
O 11.6315 13.3161 3.6083
H 13.6006 13.7607 3.1123
H 12.3967 15.1295 2.9596
H 12.9251 14.5990 4.5374
H 12.0099 12.4271 3.5616
C 9.7840 14.9210 8.7747
O 10.1732 13.6193 9.1703
H 8.7426 14.9296 8.4252
H 9.8863 15.6358 9.5869
H 10.3710 15.2517 7.9102
H 10.5349 13.1851 8.3805
C 12.4504 9.6813 4.4180
O 12.1159 10.3462 3.4336
N 13.7695 9.5395 4.8037
N 11.5357 9.2531 5.3309
H 14.4294 9.9075 4.1396
H 13.9560 8.5961 5.1156
H 10.5972 9.5128 5.0592
H 11.7333 9.2799 6.3255
C 16.1064 12.7356 5.3084
O 15.8985 11.6803 5.8613
N 16.1797 12.9080 3.9420
N 16.1884 13.9286 6.0010
H 16.5041 13.7496 3.5072
H 16.0401 12.0780 3.3964
H 16.1046 13.8997 6.9991
H 16.5721 14.7427 5.5587
C 14.4358 8.2614 10.3403
C 13.5861 8.4686 9.1034
C 12.1920 8.9893 9.4693
O 11.3847 9.0083 8.3173
C 10.1033 9.5788 8.5108
N 14.3225 9.3170 8.1795
H 13.9268 7.6802 11.1149
H 14.6438 9.2201 10.8258
H 15.3676 7.7745 10.0660
H 13.3608 7.5082 8.6252
H 12.2814 10.0152 9.8614
H 11.7510 8.3335 10.2310
H 9.5845 9.4851 7.5602
H 10.1884 10.6436 8.7630
H 9.5639 9.0817 9.3216
H 13.8445 9.4346 7.2961
H 14.4465 10.2527 8.5591
C 13.9078 11.9968 11.7659
C 13.6133 13.1119 10.7682
C 13.8133 14.4756 11.4241
O 12.9729 14.8106 12.4909
C 11.6113 14.9569 12.0893
N 14.5882 12.9542 9.6568
H 13.3697 12.2474 12.6958
H 14.9706 12.0023 11.9976
H 13.4623 11.0331 11.5318
H 12.6509 12.9437 10.2810
H 13.7546 15.2943 10.6853
H 14.8556 14.4597 11.7622
H 10.9807 15.0856 12.9623
H 11.3014 14.0441 11.5784
H 11.5451 15.8107 11.4094
H 14.4229 13.6029 8.8884
H 15.5019 13.3014 9.9603
*
```

The value obtained for the largest force on an atom is 0.0389 Eh/bohr. Its HOMO energy is -8.79 eV. The value obtained for the total energy is -43733.447 eV. Its frontier orbital gap is 9.1 eV.


- The lowest frontier orbital gap belongs to which entry?
  C15H50N6O10


- What is the largest force on an atom in the second record?
  0.2844 Eh/bohr


- What is the largest force on an atom in the second record?
  0.2844 Eh/bohr